{"formula": "C29H36BrCl9F4N2O5P2", "method": "ωB97M-V/def2-TZVPD", "total_charge": 0, "orbital_gap_ha": 0.250, "spin_multiplicity": 1, "elements": ["C", "C", "Br", "C", "C", "C", "C", "F", "F", "F", "C", "O", "C", "C", "C", "C", "C", "F", "C", "P", "N", "O", "O", "C", "P", "O", "Cl", "C", "C", "C", "C", "C", "N", "C", "C", "C", "C", "C", "C", "O", "H", "H", "H", "H", "H", "H", "H", "H", "H", "H", "H", "H", "H", "H", "H", "H", "H", "H", "H", "H", "H", "H", "H", "H", "H", "H", "H", "H", "Cl", "C", "Cl", "H", "H", "Cl", "C", "Cl", "H", "H", "Cl", "C", "Cl", "H", "H", "Cl", "C", "Cl", "H", "H"], "positions_angstrom": [[-1.6524, -0.8803, -3.6647], [-3.1721, -0.9065, -3.6345], [-3.7200, -0.6588, -5.5274], [-3.8321, 0.2237, -2.8499], [-3.4705, 0.3157, -1.3679], [-3.7375, -0.6473, -0.4724], [-4.3418, -1.9943, -0.8030], [-5.3209, -1.9478, -1.7092], [-3.3544, -2.8040, -1.2424], [-4.8499, -2.6054, 0.2655], [-3.4359, -0.3434, 0.9604], [-4.2308, -0.6221, 1.8176], [-2.1601, 0.4107, 1.2058], [-1.3184, 0.1249, 2.3062], [-1.7313, -1.0319, 3.2008], [-1.2914, -2.3653, 2.5840], [-1.1251, -3.4604, 3.6140], [-2.2494, -2.8012, 1.6621], [-0.1678, 0.9227, 2.5184], [0.8896, 0.5116, 3.9480], [2.2731, 1.1724, 4.0532], [1.0788, -1.1035, 3.9527], [-0.0385, 0.8712, 5.1869], [0.0795, 1.9922, 1.6240], [1.4886, 3.2435, 1.7931], [2.8385, 2.3249, 1.6923], [1.3095, 4.0069, 3.7346], [-0.7499, 2.2386, 0.4954], [-0.4710, 3.3473, -0.4772], [0.3827, 2.8793, -1.6748], [1.5619, 1.9579, -1.3122], [1.4345, 0.6307, -2.0828], [2.3175, -0.3802, -1.4867], [3.5504, -0.2178, -0.9712], [3.9869, -1.4426, -0.4929], [2.9258, -2.3721, -0.7573], [1.9150, -1.6711, -1.3854], [-1.8614, 1.4238, 0.3062], [-2.8282, 1.5892, -0.8594], [-3.1462, 2.6454, -1.3316], [-1.3754, -0.0770, -4.3492], [-1.3196, -1.7942, -4.1484], [-1.2254, -0.7759, -2.6707], [-3.5851, -1.8687, -3.3927], [-4.9080, 0.0848, -2.8822], [-3.6328, 1.1614, -3.3632], [-2.7920, -1.0625, 3.3792], [-1.2661, -0.9950, 4.1670], [-0.3789, -2.2160, 2.0002], [-1.2258, -4.4151, 3.1042], [-1.9057, -3.4089, 4.3695], [-0.1470, -3.3917, 4.0776], [3.0178, 0.4892, 4.0671], [1.0807, -1.4263, 3.0421], [0.4821, 0.7732, 5.9955], [3.5683, 2.9113, 1.9295], [-1.3834, 3.7813, -0.8685], [0.0449, 4.1752, -0.0155], [0.8038, 3.7784, -2.1174], [-0.2133, 2.4335, -2.4679], [2.5000, 2.3927, -1.6389], [1.5951, 1.6695, -0.2756], [1.6245, 0.7841, -3.1428], [0.4208, 0.2832, -1.9078], [4.0734, 0.7201, -0.9403], [4.9294, -1.6254, -0.0184], [2.8610, -3.4236, -0.5611], [0.9670, -2.0168, -1.7487], [6.1761, 3.6909, -3.9982], [6.4468, 2.5667, -2.6638], [5.3003, 2.8285, -1.3420], [6.3231, 1.5540, -3.0301], [7.4507, 2.7111, -2.2837], [4.3830, -4.3733, 1.6698], [5.3037, -5.1760, 0.3902], [5.4843, -4.1801, -1.0643], [6.2910, -5.3995, 0.7755], [4.7918, -6.0915, 0.1193], [-5.0978, -1.4640, 5.0505], [-4.2376, -0.7776, 6.4333], [-2.6907, -0.0537, 5.9651], [-4.8581, -0.0107, 6.8811], [-4.0451, -1.5690, 7.1479], [-0.8695, 1.7854, -5.6545], [-0.7758, 3.2841, -6.5989], [0.6027, 4.2931, -6.1549], [-0.6771, 3.0176, -7.6442], [-1.6874, 3.8470, -6.4389]], "mulliken_charge": [0.33, -0.17, -0.13, -1.78, 1.07, 0.99, 0.24, -0.28, -0.25, -0.26, -0.92, -0.56, 0.20, 0.19, -1.51, 0.54, -1.60, -0.33, 0.90, 0.83, -0.72, -0.49, -0.46, 0.72, 0.05, -0.23, -0.28, -0.10, -2.18, -0.57, 0.49, 0.13, 0.53, -0.21, -0.42, 0.12, -1.36, 0.53, -0.40, -0.59, -0.51, 0.47, -0.25, 0.62, 0.53, 0.55, 0.34, 0.84, 0.31, 0.47, 0.30, 0.26, 0.25, 0.32, 0.31, 0.28, 0.70, 0.51, 0.54, 0.23, 0.08, -0.23, 0.22, -0.61, 0.12, 0.46, 0.31, 0.38, -0.15, -0.31, -0.09, 0.23, 0.34, -0.11, -0.34, -0.11, 0.32, 0.28, -0.12, -0.46, 0.03, 0.36, 0.29, -0.10, -0.39, -0.15, 0.32, 0.27]}

***

{"formula": "C34H36AlF12GeN2O6S2", "method": "ωB97M-V/def2-TZVPD", "e_above_lowest_kj_mol": 0.00, "total_charge": -1, "orbital_gap_ha": 0.235, "spin_multiplicity": 1, "elements": ["Al", "F", "C", "F", "F", "S", "O", "O", "N", "S", "O", "O", "C", "F", "F", "F", "C", "C", "C", "O", "C", "H", "H", "H", "H", "H", "H", "H", "H", "C", "Ge", "C", "C", "C", "C", "C", "C", "C", "C", "C", "C", "C", "C", "C", "C", "C", "C", "C", "C", "H", "H", "H", "H", "H", "H", "H", "H", "H", "H", "H", "H", "H", "H", "H", "H", "C", "C", "O", "C", "F", "F", "F", "C", "F", "F", "F", "H", "H", "H", "C", "C", "C", "C", "C", "N", "H", "H", "H", "H", "H", "H", "H", "H", "H"], "positions_angstrom": [[0.9300, 0.7545, -0.0897], [4.3617, -4.2573, -0.8415], [3.8088, -3.8491, -1.9950], [4.7862, -3.4719, -2.8188], [3.2007, -4.9189, -2.5466], [2.4920, -2.5492, -1.6991], [0.7288, -0.9305, -0.5716], [2.0642, -2.2597, -3.0701], [3.6560, -1.5000, -1.1570], [3.8523, 0.0003, -1.1479], [5.1540, 0.3803, -0.6846], [2.7949, 0.8326, -0.5199], [3.8311, 0.6225, -2.8910], [4.1244, 1.9307, -2.8946], [4.7637, -0.0167, -3.5994], [2.6557, 0.4688, -3.4916], [2.7201, -0.8295, 3.4505], [2.3549, 0.6144, 3.8003], [1.0356, 0.7634, 3.0778], [1.2661, 0.1109, 1.8131], [2.1885, -1.0001, 2.0268], [2.2208, -1.5230, 4.1313], [3.7912, -1.0213, 3.4972], [3.0832, 1.3151, 3.3874], [2.2648, 0.7883, 4.8726], [0.7200, 1.7761, 2.8698], [0.2354, 0.2320, 3.6009], [2.9716, -0.9238, 1.2831], [1.6498, -1.9285, 1.8667], [-0.6551, -0.4438, -0.4171], [-1.7257, -1.4024, 0.8578], [-3.4234, -2.0535, 0.0649], [-4.3737, -2.6996, 0.8580], [-5.5643, -3.1716, 0.3248], [-5.8341, -3.0022, -1.0274], [-4.9039, -2.3641, -1.8335], [-3.7115, -1.8989, -1.2893], [-0.8455, -3.0036, 1.5869], [-0.4930, -3.1829, 2.9238], [0.2067, -4.3096, 3.3411], [0.5785, -5.2759, 2.4185], [0.2478, -5.1094, 1.0799], [-0.4580, -3.9862, 0.6740], [-2.3424, -0.2747, 2.3601], [-2.8579, -0.7675, 3.5600], [-3.2906, 0.0877, 4.5668], [-3.2302, 1.4623, 4.3831], [-2.7431, 1.9722, 3.1873], [-2.3042, 1.1107, 2.1911], [-1.1678, -0.4681, -1.3864], [-4.1816, -2.8408, 1.9168], [-6.2830, -3.6730, 0.9626], [-6.7624, -3.3689, -1.4487], [-5.1033, -2.2317, -2.8906], [-2.9889, -1.4144, -1.9361], [-0.7386, -2.4198, 3.6532], [0.4738, -4.4247, 4.3853], [1.1352, -6.1487, 2.7371], [0.5554, -5.8475, 0.3491], [-0.6859, -3.8564, -0.3791], [-2.9299, -1.8373, 3.7213], [-3.6771, -0.3204, 5.4936], [-3.5620, 2.1321, 5.1674], [-2.6876, 3.0437, 3.0378], [-1.8842, 1.5117, 1.2736], [-0.2716, 4.3399, -0.3693], [0.9278, 3.7509, 0.3839], [0.8168, 2.4124, 0.5645], [0.9764, 4.4035, 1.7906], [1.1628, 5.7384, 1.7489], [-0.1911, 4.1974, 2.4319], [1.9407, 3.8981, 2.5693], [2.2236, 4.1263, -0.3843], [3.3328, 3.7757, 0.2695], [2.2457, 3.5284, -1.5839], [2.3031, 5.4576, -0.6241], [-1.1785, 3.9832, 0.1144], [-0.2556, 3.9683, -1.3915], [-0.2617, 5.4292, -0.3809], [-1.3974, 1.0903, -4.8363], [-0.2921, 2.0805, -4.4493], [0.8928, 1.9799, -5.4173], [-0.8339, 3.5134, -4.4012], [0.1824, 1.7239, -3.1053], [0.5610, 1.4459, -2.0649], [-1.7769, 1.3497, -5.8261], [-2.2218, 1.1275, -4.1237], [-1.0121, 0.0712, -4.8631], [0.5540, 2.2499, -6.4190], [1.2920, 0.9666, -5.4405], [1.6954, 2.6564, -5.1227], [-1.1858, 3.7924, -5.3956], [-0.0562, 4.2156, -4.0990], [-1.6672, 3.5945, -3.7026]], "mulliken_charge": [0.75, -0.25, 0.54, -0.22, -0.25, 0.71, -0.28, -0.67, -0.29, 0.76, -0.74, -1.21, 0.59, -0.26, -0.27, -0.09, -0.75, -0.67, 0.21, 0.96, 0.78, 0.24, 0.44, 0.31, 0.49, -0.39, 0.07, -0.08, -0.58, -0.65, 1.76, -0.04, -0.20, -0.78, -0.41, -0.70, -0.46, 0.24, -0.26, -0.67, -0.54, -0.63, -0.49, 0.49, -0.29, -0.79, -0.64, -0.53, -0.13, -0.24, 0.24, 0.39, 0.36, 0.39, 0.27, 0.29, 0.41, 0.37, 0.45, 0.33, 0.23, 0.39, 0.38, 0.43, 0.05, -1.64, 1.05, 0.75, 0.23, -0.30, -0.22, -0.22, 0.13, -0.27, -0.09, -0.33, 0.26, 0.17, 0.42, -1.66, 2.22, -1.74, -1.80, -0.10, -0.25, 0.43, 0.37, 0.38, 0.47, 0.35, 0.36, 0.46, 0.34, 0.36]}

***

{"formula": "C26H24AsN3O2PtS2", "method": "ωB97M-V/def2-TZVPD", "e_above_lowest_kj_mol": 19.07, "total_charge": 0, "orbital_gap_ha": 0.245, "spin_multiplicity": 1, "elements": ["Pt", "N", "N", "C", "N", "S", "H", "H", "H", "H", "H", "O", "C", "O", "C", "C", "C", "C", "C", "C", "S", "H", "H", "H", "H", "C", "C", "C", "C", "C", "C", "As", "C", "C", "C", "C", "C", "C", "C", "C", "C", "C", "C", "C", "H", "H", "H", "H", "H", "H", "H", "H", "H", "H", "H", "H", "H", "H", "H"], "positions_angstrom": [[-0.3333, -1.3610, 0.0857], [1.7294, -0.6593, -0.6654], [2.6103, -1.7454, -0.5807], [2.3336, -2.8344, 0.1588], [3.2960, -3.7697, 0.2250], [0.9018, -3.0412, 1.0213], [1.3970, -0.5345, -1.6184], [2.1861, 0.1892, -0.3255], [3.4865, -1.6827, -1.0806], [4.1937, -3.6615, -0.2136], [3.0940, -4.6277, 0.7058], [-2.2745, 2.1175, -0.3268], [-2.2166, 0.9006, -0.3214], [-1.1296, 0.2824, -0.6927], [-3.4560, 0.1009, 0.0325], [-4.6046, 0.8590, 0.2701], [-5.8299, 0.2746, 0.5256], [-5.9235, -1.1116, 0.5539], [-4.7950, -1.8796, 0.3444], [-3.5506, -1.2953, 0.0819], [-2.2571, -2.4657, -0.1891], [-4.4955, 1.9333, 0.2332], [-6.7022, 0.8893, 0.7011], [-6.8710, -1.5952, 0.7552], [-4.8583, -2.9594, 0.3961], [1.6097, 7.5821, -0.3138], [0.5700, 6.9793, -1.0046], [0.4180, 5.5985, -0.9637], [1.2999, 4.8137, -0.2280], [2.3403, 5.4274, 0.4653], [2.4961, 6.8044, 0.4219], [1.0026, 2.8808, -0.2320], [2.9013, 2.3250, -0.2013], [3.5423, 2.2675, -1.4414], [4.8537, 1.8277, -1.5518], [5.5460, 1.4201, -0.4175], [4.9212, 1.4676, 0.8204], [3.6097, 1.9202, 0.9287], [0.6078, 2.6088, 1.6578], [0.6106, 1.2982, 2.1203], [0.2772, 0.9971, 3.4298], [-0.0736, 2.0227, 4.2989], [-0.0889, 3.3343, 3.8459], [0.2511, 3.6293, 2.5302], [1.7320, 8.6569, -0.3468], [-0.1240, 7.5814, -1.5768], [-0.3980, 5.1278, -1.5002], [3.0322, 4.8268, 1.0442], [3.3080, 7.2731, 0.9633], [3.0037, 2.5711, -2.3336], [5.3361, 1.8044, -2.5209], [6.5698, 1.0780, -0.4984], [5.4567, 1.1610, 1.7101], [3.1366, 1.9537, 1.9022], [0.8743, 0.5097, 1.4284], [0.2783, -0.0333, 3.7625], [-0.3426, 1.7985, 5.3228], [-0.3739, 4.1348, 4.5164], [0.2262, 4.6566, 2.1883]], "nbo_charge": [0.56, -0.65, -0.43, 0.29, -0.77, -0.03, 0.41, 0.42, 0.39, 0.40, 0.43, -0.64, 0.77, -0.76, -0.15, -0.16, -0.25, -0.19, -0.25, -0.15, -0.08, 0.24, 0.21, 0.21, 0.21, -0.21, -0.21, -0.20, -0.36, -0.16, -0.23, 0.96, -0.26, -0.27, -0.21, -0.23, -0.22, -0.27, -0.24, -0.26, -0.20, -0.21, -0.21, -0.24, 0.21, 0.22, 0.23, 0.20, 0.21, 0.22, 0.22, 0.22, 0.22, 0.23, 0.19, 0.22, 0.21, 0.21, 0.22]}

***

{"formula": "C7H10", "method": "ωB97M-V/def2-TZVPD", "e_above_lowest_kj_mol": 478.20, "total_charge": 0, "orbital_gap_ha": 0.332, "spin_multiplicity": 1, "elements": ["C", "C", "C", "C", "C", "C", "C", "H", "H", "H", "H", "H", "H", "H", "H", "H", "H"], "positions_angstrom": [[-2.0893, -0.5146, -0.2104], [-1.6125, 0.8581, -0.5084], [-0.6146, -0.1832, -0.0677], [0.5619, -0.7953, -0.8233], [1.2943, -0.6751, 0.5334], [1.8138, 0.7748, 0.7838], [0.0159, -0.3143, 1.2781], [-2.3528, -1.1660, -1.0383], [-2.6430, -0.6824, 0.7086], [-1.5523, 1.1688, -1.5492], [-1.8433, 1.6507, 0.1966], [0.3875, -1.8354, -1.1204], [0.9553, -0.2369, -1.6824], [1.9742, -1.4607, 0.8781], [2.1148, 1.2661, -0.1468], [2.6070, 0.7979, 1.5396], [0.9832, 1.3473, 1.2286]], "nbo_charge": [-0.36, -0.38, -0.24, -0.41, -0.35, -0.59, 0.12, 0.22, 0.23, 0.22, 0.23, 0.21, 0.20, 0.22, 0.22, 0.23, 0.24]}

***

{"formula": "C4H10NO", "method": "ωB97M-V/def2-TZVPD", "e_above_lowest_kj_mol": 185.21, "total_charge": 0, "s_squared": 0.7559, "orbital_gap_ha": [0.363, 0.265], "spin_multiplicity": 2, "elements": ["C", "C", "N", "C", "C", "O", "H", "H", "H", "H", "H", "H", "H", "H", "H", "H"], "positions_angstrom": [[1.7809, -0.4270, 1.5841], [1.2897, 0.8742, 0.9855], [0.3822, 0.6299, -0.3120], [-0.8613, 0.1745, 0.2722], [-1.7503, -0.2602, -1.0257], [-0.9988, -0.9402, -1.8689], [2.8869, -0.4821, 1.5699], [1.5985, -0.4053, 2.7196], [1.3851, -1.3670, 1.2823], [1.9967, 1.4899, 0.4895], [0.5958, 1.4380, 1.6947], [0.6742, -0.0372, -1.0916], [-0.5982, -0.7094, 0.8150], [-1.4206, 0.8405, 0.8828], [-1.8331, 0.8256, -1.4448], [-2.7243, -0.6499, -0.6782]], "nbo_charge": [-0.66, -0.23, -0.67, -0.20, -0.12, -0.34, 0.22, 0.21, 0.22, 0.22, 0.19, 0.40, 0.17, 0.19, 0.24, 0.16]}

***

It is found that the F_max values, taken in the order of the records, are 2.0, 0.4, 0.9, 0.4, 4.0 eV Å⁻¹.